## one
C5H13N2 | ωB97M-V/def2-TZVPD

The geometry in ORCA input format:
```
! RIJCOSX wB97M-V def2-TZVPD def2/J DEFGRID3
* xyz 1 1
N -0.142 -3.447 -0.399
C -0.830 -2.277 -0.233
C -0.355 -1.027 -0.302
C -1.160 0.169 0.196
C -0.426 1.247 0.976
C 0.378 2.192 0.076
N 1.687 1.498 -0.357
H 0.665 -3.535 -0.982
H -0.643 -4.244 -0.055
H -1.820 -2.408 0.192
H 0.618 -0.891 -0.771
H -1.628 0.595 -0.698
H -1.989 -0.238 0.774
H 0.214 0.908 1.793
H -1.157 1.931 1.416
H 0.772 3.085 0.539
H -0.192 2.437 -0.815
H 2.033 1.847 -1.252
H 2.354 1.674 0.372
H 1.621 0.483 -0.469
*
```

Output
LUMO level: -3.4 eV
SMILES: N/C=C/CCC[NH3+]
HOMO: -11.28 eV
Kohn-Sham gap: 7.849 eV

And the Mulliken charges, in e, turn out to be:
1. N -0.416
2. C -0.327
3. C -0.214
4. C -0.316
5. C -0.652
6. C -0.676
7. N -0.178
8. H 0.197
9. H 0.216
10. H 0.305
11. H 0.100
12. H 0.255
13. H 0.350
14. H 0.383
15. H 0.305
16. H 0.379
17. H 0.368
18. H 0.371
19. H 0.394
20. H 0.156

=====

## two
C5H13N2 | ωB97M-V/def2-TZVPD

The geometry in ORCA input format:
```
! RIJCOSX wB97M-V def2-TZVPD def2/J DEFGRID3
* xyz 1 1
C 1.800 -1.538 0.052
C 1.280 -0.531 -0.620
C 0.133 0.517 0.051
N 0.125 0.641 1.425
N 0.449 1.950 -0.446
C -1.177 0.166 -0.536
C -1.636 -1.228 -0.090
H 2.504 -2.166 -0.434
H 1.632 -1.737 1.100
H 1.353 -0.466 -1.716
H 1.038 0.605 1.811
H -0.582 0.490 2.156
H 0.463 2.111 -1.511
H -0.318 2.453 -0.096
H 1.258 2.330 -0.085
H -1.934 0.936 -0.148
H -1.052 0.380 -1.524
H -1.072 -2.100 -0.233
H -1.626 -1.194 1.035
H -2.637 -1.620 -0.191
*
```

Output
LUMO level: -3.3 eV
SMILES: C=C[C@@](N)([NH3+])CC
HOMO: -14.28 eV
Kohn-Sham gap: 10.977 eV

And the Mulliken charges, in e, turn out to be:
1. C -0.793
2. C -0.350
3. C 0.540
4. N -0.468
5. N -0.250
6. C -0.786
7. C -1.225
8. H 0.308
9. H 0.265
10. H 0.292
11. H 0.255
12. H 0.235
13. H 0.379
14. H 0.358
15. H 0.318
16. H 0.384
17. H 0.510
18. H 0.372
19. H 0.271
20. H 0.386

=====

## three
C5H13N2 | ωB97M-V/def2-TZVPD

The geometry in ORCA input format:
```
! RIJCOSX wB97M-V def2-TZVPD def2/J DEFGRID3
* xyz 1 1
C -1.380 -1.536 2.823
C -1.683 -0.312 2.545
C 1.460 1.033 -0.080
C -1.029 0.573 1.230
C 0.135 0.467 0.030
N 1.229 -0.167 -3.249
N -0.144 -0.310 -0.966
H -2.044 -1.905 3.595
H -0.496 -1.836 2.394
H -2.538 0.229 3.001
H 1.926 0.752 0.859
H 1.538 2.182 0.031
H 1.886 0.738 -0.952
H -0.813 1.527 1.519
H -2.072 0.531 0.747
H 2.067 0.354 -3.017
H 1.503 -1.166 -3.204
H 0.157 -0.162 -2.076
H 1.197 -0.010 -4.230
H -0.900 -0.983 -0.999
*
```

Output
LUMO level: -3.9 eV
HOMO: -13.68 eV
Kohn-Sham gap: 9.780 eV

And the Mulliken charges, in e, turn out to be:
1. C -0.673
2. C -0.096
3. C -0.990
4. C -0.959
5. C 0.824
6. N -0.857
7. N -0.327
8. H 0.255
9. H 0.350
10. H 0.305
11. H 0.303
12. H 0.329
13. H 0.232
14. H 0.382
15. H 0.372
16. H 0.256
17. H 0.309
18. H 0.435
19. H 0.260
20. H 0.290

=====

## four
C5H13N2 | ωB97M-V/def2-TZVPD

The geometry in ORCA input format:
```
! RIJCOSX wB97M-V def2-TZVPD def2/J DEFGRID3
* xyz 1 1
C -2.471 0.922 -0.060
C -1.477 -0.225 -0.064
C -0.103 0.299 -0.637
C 0.944 -0.666 -0.717
C 2.279 -0.552 -0.143
N 2.620 0.631 0.534
N -1.225 -0.703 1.315
H -2.774 1.140 -1.083
H -2.051 1.808 0.404
H -3.326 0.601 0.535
H -1.801 -1.014 -0.746
H -0.279 0.597 -1.687
H 0.191 1.193 -0.103
H -1.903 -1.413 1.568
H 0.813 -1.480 -1.436
H 2.948 -0.691 -1.009
H 2.434 -1.487 0.441
H 2.156 0.956 1.364
H 3.341 1.228 0.177
H -0.314 -1.144 1.346
*
```

Output
LUMO level: -6.6 eV
HOMO: -13.85 eV
Kohn-Sham gap: 7.215 eV

And the Mulliken charges, in e, turn out to be:
1. C -1.332
2. C 0.422
3. C -0.700
4. C -0.123
5. C -0.477
6. N -0.460
7. N -0.613
8. H 0.378
9. H 0.376
10. H 0.365
11. H 0.314
12. H 0.421
13. H 0.379
14. H 0.298
15. H 0.391
16. H 0.427
17. H 0.349
18. H 0.200
19. H 0.181
20. H 0.207

=====

Stability, highest: one

=====

## one
C5H13N2 | ωB97M-V/def2-TZVPD

The geometry in ORCA input format:
```
! RIJCOSX wB97M-V def2-TZVPD def2/J DEFGRID3
* xyz 1 1
C -0.838 -2.193 1.437
N 0.197 -2.408 0.387
C 0.615 -1.195 -0.412
H -1.072 -3.141 1.910
H -0.532 -1.406 2.117
H -1.738 -1.850 0.925
H -0.139 -3.108 -0.272
H 1.017 -2.835 0.817
H -0.275 -0.916 -0.966
H 1.418 -1.503 -1.074
H 0.893 -0.415 0.286
C 0.547 1.965 -1.327
C 1.138 3.068 -0.860
C -1.268 1.917 0.176
N -0.723 1.472 -0.886
H 0.988 1.300 -2.056
H 0.624 3.748 -0.199
H 2.117 3.364 -1.210
H -2.287 1.597 0.358
H -0.683 2.538 0.849
*
```

Output
LUMO level: -3.5 eV
HOMO: -12.42 eV
Kohn-Sham gap: 8.872 eV

And the Mulliken charges, in e, turn out to be:
1. C -0.786
2. N -0.185
3. C -0.954
4. H 0.342
5. H 0.331
6. H 0.349
7. H 0.375
8. H 0.376
9. H 0.451
10. H 0.315
11. H 0.377
12. C 0.171
13. C -0.790
14. C -0.416
15. N -0.422
16. H 0.401
17. H 0.242
18. H 0.256
19. H 0.317
20. H 0.251

=====

## two
C5H13N2 | ωB97M-V/def2-TZVPD

The geometry in ORCA input format:
```
! RIJCOSX wB97M-V def2-TZVPD def2/J DEFGRID3
* xyz 1 1
C 2.172 -0.614 0.832
C 1.128 -0.117 -0.268
C 1.682 1.182 -0.734
N -0.392 -0.021 0.529
C -1.176 -1.216 0.623
C -1.479 -0.167 -0.371
N -2.722 0.668 -0.192
H 3.135 -0.409 0.332
H 2.070 -0.058 1.784
H 2.036 -1.584 1.075
H 1.060 -0.771 -1.057
H 2.721 1.006 -1.144
H 1.787 2.049 0.033
H 1.096 1.533 -1.607
H -1.650 -1.384 1.584
H -0.868 -2.221 0.342
H -1.514 -0.322 -1.521
H -3.101 0.378 0.751
H -3.397 0.448 -0.979
H -2.587 1.619 -0.012
*
```

Output
LUMO level: -3.6 eV
SMILES: CC(C)N1C[C@H]1[NH3+]
HOMO: -14.24 eV
Kohn-Sham gap: 10.666 eV

And the Mulliken charges, in e, turn out to be:
1. C -1.363
2. C 0.471
3. C -1.279
4. N -0.307
5. C -0.606
6. C -0.026
7. N -0.276
8. H 0.389
9. H 0.349
10. H 0.445
11. H 0.291
12. H 0.392
13. H 0.284
14. H 0.340
15. H 0.284
16. H 0.228
17. H 0.275
18. H 0.389
19. H 0.400
20. H 0.318

=====

Stability, highest: one